(1)
Below is a structure of composition C27H8CrF15GeN4OS3, with properties calculated with wB97M-V/def2-TZVPD.

CARTESIAN COORDINATES (ANGSTROEM)
1 Cr -0.15032 -0.45206 -2.66459
2 C -4.74444 1.96826 -3.75926
3 S -3.44592 2.98768 -3.02876
4 C -2.10620 1.88866 -2.89778
5 S -2.06303 0.36094 -3.75391
6 N -1.13379 2.35869 -2.16386
7 N -0.06482 1.50392 -2.19354
8 C 1.08328 1.98305 -1.96857
9 C 2.19393 1.11512 -2.40263
10 C 3.52508 1.40687 -2.26687
11 C 4.45966 0.55142 -2.84238
12 C 4.02854 -0.55264 -3.54985
13 C 2.66746 -0.79661 -3.63210
14 N 1.78224 0.01374 -3.05902
15 H -5.62732 2.60622 -3.79035
16 H -4.93657 1.10334 -3.12608
17 H -4.47446 1.65538 -4.76420
18 H 1.20447 3.00617 -1.63340
19 H 3.82602 2.28888 -1.71406
20 H 5.51923 0.75638 -2.74285
21 H 4.72945 -1.22944 -4.01863
22 H 2.26456 -1.66022 -4.14398
23 O -1.00421 -4.06553 -4.72986
24 C -0.71773 -3.12063 -4.07406
25 N -0.41982 -2.16533 -3.40804
26 F 0.17742 2.03931 2.94540
27 C -0.89889 1.92090 2.15353
28 C -1.01233 0.87819 1.25148
29 C -2.17507 0.83090 0.50368
30 F -2.34923 -0.15810 -0.37231
31 C -3.19719 1.73995 0.64390
32 F -4.33277 1.62150 -0.04365
33 C -3.03648 2.77803 1.53663
34 F -3.99940 3.67726 1.68447
35 C -1.88473 2.87532 2.28841
36 F -1.74574 3.88137 3.15082
37 Ge 0.17209 -0.69304 1.14450
38 S 0.93984 -1.43709 -0.73372
39 C -0.94440 -1.96618 2.15166
40 C -1.00896 -1.88272 3.53162
41 F -0.35272 -0.90169 4.17474
42 C -1.75349 -2.75381 4.28997
43 F -1.79732 -2.65230 5.61780
44 C -2.47915 -3.73862 3.65336
45 F -3.20666 -4.58459 4.36878
46 C -2.46821 -3.83752 2.27941
47 F -3.19706 -4.77748 1.68268
48 C -1.70722 -2.95467 1.54256
49 F -1.74790 -3.08853 0.22273
50 C 1.85591 -0.30277 2.09479
51 C 2.57328 0.81476 1.69418
52 F 2.03707 1.69298 0.82298
53 C 3.85387 1.06635 2.12312
54 F 4.52453 2.14412 1.70570
55 C 4.45914 0.16943 2.98057
56 F 5.70167 0.38772 3.39177
57 C 3.78712 -0.95900 3.39327
58 F 4.38820 -1.82074 4.21025
59 C 2.50715 -1.18979 2.93290
60 F 1.92233 -2.33164 3.31065

Summary:
Lowest unoccupied orbital energy (spin up / spin down) = -1.786 / -1.945 eV
<S²> = 3.800
F_max = 1.3 eV/A
Orbital gap (spin up / spin down) = 0.2614 / 0.2584 Ha
Total energy = -194341.6970 eV
Multiplicity = 4

***

(2)
Below is the molecule C2H5NO2, with properties calculated with wB97M-V/def2-TZVPD.

CARTESIAN COORDINATES (ANGSTROEM)
1 C -0.97300 0.51712 0.59099
2 N -0.10413 0.24823 -0.56032
3 C 0.91829 -0.64623 -0.75915
4 O 1.27218 -0.94549 -1.92513
5 O 1.38050 -1.21657 0.50440
6 H -2.04212 0.47659 0.37715
7 H -0.83948 -0.25500 1.36263
8 H -0.91346 1.68669 0.93479
9 H -0.50101 0.56987 -1.46929
10 H 1.80223 -0.43521 0.94394

Summary:
SMILES = CNC(=O)O
Lowest unoccupied orbital energy = 0.537 eV
F_max = 4.4 eV/A
Orbital gap = 0.3859 Ha
Total energy = -7739.6384 eV

***

(3)
Below is the molecule C4H7NO2, with properties calculated with wB97M-V/def2-TZVPD.

CARTESIAN COORDINATES (ANGSTROEM)
1 O -2.28454 1.06493 0.02678
2 C -1.28360 0.85770 -0.62241
3 C -0.14854 0.03097 -0.10616
4 C 1.22776 0.16508 -0.75778
5 O 2.15850 0.73735 0.12214
6 C -0.57204 -1.24185 0.55523
7 N -0.10938 -0.12638 1.34697
8 H -1.16560 1.27013 -1.64426
9 H 1.15785 0.81940 -1.63699
10 H 1.56778 -0.81967 -1.11744
11 H 1.89079 0.44188 1.00887
12 H 0.10073 -2.09539 0.51293
13 H -1.63475 -1.47305 0.56229
14 H -0.90493 0.36889 1.74982

Summary:
SMILES = O=C[C@]1(CO)CN1
Lowest unoccupied orbital energy = 0.609 eV
F_max = 0.5 eV/A
Orbital gap = 0.4004 Ha
Total energy = -9845.0051 eV

***

(4)
Below is a cluster of 2 separate species, C6H9NO in total, with properties calculated with wB97M-V/def2-TZVPD.

CARTESIAN COORDINATES (ANGSTROEM)
1 N 1.27677 -1.13255 -1.70210
2 C 0.41317 -0.76888 -0.69800
3 C 0.69624 -1.02188 0.64867
4 C -0.22055 -0.59833 1.61724
5 C -1.41695 -0.01992 1.22998
6 C -1.63451 0.32136 -0.09463
7 C -0.77520 -0.06281 -1.11277
8 H 1.00567 -0.91644 -2.65300
9 H 2.23967 -1.31546 -1.51001
10 H 1.53531 -1.61533 0.99735
11 H -0.10813 -0.75679 2.67130
12 H -2.10566 0.26497 2.04439
13 H -2.53874 0.94954 -0.21884
14 H -0.97658 0.15162 -2.16137
15 O 1.00481 2.49143 0.31427
16 H 0.54572 2.51284 1.16056
17 H 0.46921 1.96028 -0.28924

Summary:
SMILES = Nc1ccccc1.O
Lowest unoccupied orbital energy = 0.985 eV
F_max = 1.8 eV/A
Orbital gap = 0.3313 Ha
Total energy = -9905.4505 eV

***

(5)
Below is a cluster of 10 separate species, C60H150N10O20 in total, with properties calculated with wB97M-V/def2-TZVPD.

CARTESIAN COORDINATES (ANGSTROEM)
1 C -1.85772 2.14087 -3.78293
2 O -1.35832 0.98498 -3.13928
3 C -0.49348 1.37414 -2.08161
4 C 0.18029 0.09728 -1.38963
5 N 0.97132 0.24866 -0.19821
6 C 1.80757 1.45257 -0.13161
7 C 2.52912 1.46341 1.25869
8 O 1.66364 2.04278 2.15733
9 C 2.14178 2.10777 3.51400
10 H -1.25510 3.04903 -3.76890
11 H -2.85276 2.32628 -3.37843
12 H -2.14687 2.10591 -4.83330
13 H -1.03222 1.93123 -1.31511
14 H 0.36688 1.93416 -2.44801
15 H 0.71795 -0.40260 -2.19532
16 H -0.64502 -0.57067 -1.14302
17 H 0.39866 0.32293 0.63043
18 H 1.36988 2.38269 -0.49412
19 H 2.63612 1.40142 -0.83800
20 H 3.42464 2.08481 1.26128
21 H 2.94835 0.50893 1.57699
22 H 2.37007 1.20119 4.07445
23 H 1.50486 2.69402 4.17637
24 H 3.04872 2.70404 3.41386
25 C -6.02091 5.51191 -10.84486
26 O -6.65476 6.70805 -10.31056
27 C -5.68887 7.52209 -9.64363
28 C -5.22760 6.99364 -8.33268
29 N -4.28699 7.93123 -7.76063
30 C -4.26891 7.98875 -6.27731
31 C -3.84900 6.62609 -5.67357
32 O -5.10746 5.92834 -5.50330
33 C -5.22216 4.97587 -4.41843
34 H -5.62533 4.85593 -10.06942
35 H -5.23557 5.73066 -11.56839
36 H -6.73036 4.93302 -11.43618
37 H -6.18904 8.48126 -9.50968
38 H -4.77787 7.74089 -10.20068
39 H -4.68257 6.05802 -8.45777
40 H -6.06669 6.71013 -7.69736
41 H -4.68566 8.82260 -8.01878
42 H -5.17832 8.32881 -5.78190
43 H -3.61495 8.79559 -5.94649
44 H -3.33064 6.82569 -4.73572
45 H -3.03085 6.16441 -6.22637
46 H -4.52621 4.13848 -4.36820
47 H -6.18013 4.50743 -4.64420
48 H -5.29065 5.52986 -3.48222
49 C 4.03826 5.36668 5.10137
50 O 5.14808 5.85423 4.51371
51 C 5.52138 5.17811 3.32843
52 C 6.60686 4.09528 3.55637
53 N 6.16848 2.90341 4.34240
54 C 7.27505 1.95555 4.35395
55 C 8.40801 2.38314 5.33611
56 O 8.05317 3.17696 6.48565
57 C 7.50810 2.35717 7.55798
58 H 3.15019 5.35132 4.46954
59 H 3.88324 5.88842 6.04575
60 H 4.19405 4.30868 5.31223
61 H 5.90822 5.93392 2.64492
62 H 4.64921 4.75056 2.83384
63 H 7.39603 4.58620 4.12585
64 H 6.98511 3.87223 2.55874
65 H 5.90082 3.22834 5.26049
66 H 7.64452 1.52760 3.42204
67 H 6.91023 1.07935 4.88995
68 H 9.01866 3.08127 4.76355
69 H 9.08942 1.54443 5.47875
70 H 6.41855 2.33889 7.58363
71 H 7.77913 2.93658 8.44054
72 H 7.95448 1.37159 7.69022
73 C 2.58905 -2.44776 -1.19518
74 O 1.36348 -3.05635 -0.63132
75 C 1.42733 -3.52784 0.66987
76 C 0.06065 -3.47605 1.33338
77 N -1.10036 -4.00751 0.50456
78 C -2.29021 -3.96318 1.32487
79 C -3.47900 -4.39795 0.34301
80 O -3.62342 -5.80953 0.34274
81 C -4.30385 -6.35798 1.40372
82 H 2.30632 -2.08567 -2.18364
83 H 3.23141 -3.32189 -1.30187
84 H 2.96516 -1.66862 -0.53217
85 H 2.07075 -3.10689 1.44247
86 H 1.64500 -4.59529 0.63421
87 H -0.11682 -2.45089 1.65842
88 H 0.13831 -4.18165 2.16055
89 H -1.16061 -3.52871 -0.38269
90 H -2.40778 -2.92601 1.63881
91 H -2.23062 -4.58479 2.21826
92 H -3.24051 -4.11332 -0.68179
93 H -4.38562 -3.83500 0.56486
94 H -5.36872 -6.40819 1.17647
95 H -4.25021 -5.80270 2.34014
96 H -3.94984 -7.31326 1.79128
97 C -0.41844 -1.34398 -6.01376
98 O 0.20154 -2.63126 -5.87146
99 C -0.39454 -3.24015 -4.72413
100 C 0.37449 -4.46190 -4.36125
101 N 0.09059 -5.44446 -5.46043
102 C 1.04409 -6.43644 -5.37524
103 C 0.60336 -7.65477 -6.17863
104 O -0.11735 -7.51898 -7.44927
105 C 0.73313 -7.01990 -8.49096
106 H -1.48378 -1.36794 -6.24306
107 H -0.12147 -0.90359 -6.96559
108 H -0.11535 -0.56654 -5.31245
109 H -1.48161 -3.17874 -4.67312
110 H -0.03662 -2.57262 -3.94030
111 H 0.07014 -4.83854 -3.38472
112 H 1.37865 -4.04175 -4.30433
113 H 0.50427 -5.03192 -6.28431
114 H 1.11307 -6.65957 -4.31055
115 H 2.01681 -6.10925 -5.74248
116 H -0.04204 -8.14906 -5.45252
117 H 1.41810 -8.35655 -6.35699
118 H 1.04249 -5.97734 -8.56483
119 H 0.23824 -7.13191 -9.45566
120 H 1.62559 -7.60909 -8.70184
121 C 2.87839 -0.91421 -5.08989
122 O 2.81399 -0.36528 -6.34890
123 C 3.68223 -0.88546 -7.31437
124 C 3.38439 -2.30434 -7.93687
125 N 3.54196 -3.45418 -7.13598
126 C 4.80445 -3.61169 -6.43934
127 C 4.81662 -4.85211 -5.66512
128 O 4.36442 -4.68413 -4.34723
129 C 4.23891 -5.99788 -3.69226
130 H 2.25503 -0.47477 -4.31116
131 H 3.87961 -0.99422 -4.66648
132 H 2.57972 -1.95715 -4.98425
133 H 4.71395 -0.68246 -7.02722
134 H 3.54399 -0.21656 -8.16382
135 H 4.02340 -2.51815 -8.79363
136 H 2.40427 -2.22774 -8.40762
137 H 2.77795 -3.44987 -6.47539
138 H 5.16499 -2.66552 -6.03576
139 H 5.48784 -3.67394 -7.28621
140 H 5.81110 -5.29371 -5.60102
141 H 4.21000 -5.59422 -6.18414
142 H 4.19865 -6.01151 -2.60309
143 H 5.07493 -6.61201 -4.02696
144 H 3.31063 -6.51805 -3.92854
145 C 0.32114 5.69957 2.65872
146 O -0.87497 6.08407 2.06391
147 C -1.97643 5.36312 2.54388
148 C -2.80761 5.93147 3.78695
149 N -2.11516 6.68414 4.93644
150 C -3.12149 7.22590 5.92844
151 C -2.41647 7.51656 7.29153
152 O -1.53448 6.46113 7.71791
153 C -1.27533 6.55673 9.13875
154 H 0.45395 4.61896 2.71104
155 H 0.25157 6.08485 3.67598
156 H 1.19736 5.99258 2.08038
157 H -1.66003 4.33081 2.69327
158 H -2.63034 5.18191 1.69084
159 H -3.06598 5.02361 4.33205
160 H -3.61816 6.43827 3.26326
161 H -1.50997 6.17330 5.56325
162 H -3.83221 6.42665 6.13860
163 H -3.60256 8.15895 5.63506
164 H -3.26451 7.72100 7.94508
165 H -1.92300 8.48446 7.20352
166 H -2.22267 6.37827 9.64748
167 H -1.14788 7.60475 9.40987
168 H -0.57530 5.79754 9.48759
169 C -11.09484 -3.65638 -5.25158
170 O -10.09112 -3.32720 -6.13623
171 C -8.81211 -3.32165 -5.53704
172 C -7.76616 -3.10269 -6.60877
173 N -6.62409 -2.32550 -6.19662
174 C -5.74902 -3.19376 -5.34053
175 C -4.37962 -2.36485 -4.97816
176 O -4.68695 -1.71308 -3.72351
177 C -3.65968 -0.80001 -3.42494
178 H -11.12132 -3.01493 -4.37071
179 H -10.81173 -4.57843 -4.74388
180 H -12.06726 -3.73438 -5.73780
181 H -8.58435 -4.29963 -5.11304
182 H -8.72207 -2.62375 -4.70461
183 H -8.13379 -2.71353 -7.55825
184 H -7.56070 -4.04743 -7.11212
185 H -7.00555 -1.64729 -5.55272
186 H -5.46668 -4.15374 -5.77276
187 H -6.24962 -3.43150 -4.40193
188 H -4.18097 -1.58385 -5.71210
189 H -3.49523 -3.00200 -4.97750
190 H -2.71063 -1.32412 -3.31219
191 H -3.91522 -0.16264 -2.57845
192 H -3.46825 -0.03122 -4.17354
193 C 4.55922 -1.72290 14.14315
194 O 4.82362 -1.73060 12.69232
195 C 3.67030 -1.70711 11.89102
196 C 3.99384 -2.59144 10.72148
197 N 2.87516 -2.70393 9.71127
198 C 2.60391 -1.55573 8.87502
199 C 3.66031 -1.07659 7.95889
200 O 3.31334 0.16247 7.32048
201 C 4.21182 0.40114 6.31908
202 H 5.06496 -2.55320 14.63603
203 H 3.49939 -1.96645 14.21752
204 H 4.68458 -0.80314 14.71449
205 H 3.30304 -0.75473 11.50867
206 H 2.75341 -2.08359 12.34455
207 H 4.20520 -3.63494 10.95501
208 H 4.86086 -2.23949 10.16246
209 H 2.11817 -2.63900 10.37674
210 H 2.11294 -0.82532 9.51809
211 H 1.76271 -1.82920 8.23807
212 H 3.85412 -1.98298 7.38530
213 H 4.64085 -1.01955 8.43152
214 H 4.00321 1.25568 5.67538
215 H 4.24918 -0.40068 5.58166
216 H 5.23191 0.61191 6.64014
217 C -2.81022 0.02550 1.33110
218 O -1.68233 -0.41584 2.08516
219 C -1.14573 0.59121 3.01173
220 C 0.01080 -0.11668 3.81115
221 N -0.48851 -1.21221 4.59657
222 C 0.43341 -1.76417 5.62306
223 C 0.34194 -3.25452 5.85397
224 O 1.25256 -3.99678 4.97524
225 C 1.20197 -5.45358 4.97751
226 H -3.69358 0.08152 1.96722
227 H -3.25718 -0.71006 0.66230
228 H -2.66443 0.95811 0.78604
229 H -1.94384 1.01067 3.62426
230 H -0.59918 1.30920 2.40028
231 H 0.26062 0.70977 4.47648
232 H 0.90729 -0.29367 3.21694
233 H -0.97655 -1.81071 3.94565
234 H 0.23170 -1.38524 6.62497
235 H 1.47464 -1.58307 5.35632
236 H -0.69590 -3.58686 5.83076
237 H 0.76909 -3.41417 6.84400
238 H 1.47909 -5.90127 5.93190
239 H 1.95138 -5.69115 4.22249
240 H 0.22277 -5.78484 4.63178

Summary:
SMILES = COCCNCCOC.COCCNCCOC.COCCNCCOC.COCCNCCOC.COCCNCCOC.COCCNCCOC.COCCNCCOC.COCCNCCOC.COCCNCCOC.COCCNCCOC
Lowest unoccupied orbital energy = 0.367 eV
F_max = 4.0 eV/A
Orbital gap = 0.3158 Ha
Total energy = -120479.0196 eV

***

(6)
Below is the molecule C4H5NO, with properties calculated with wB97M-V/def2-TZVPD.

CARTESIAN COORDINATES (ANGSTROEM)
1 N 2.60831 0.84893 0.21637
2 C 1.81884 0.02543 0.02237
3 C 0.68284 -0.88510 -0.16314
4 C -0.50268 -0.19495 0.49484
5 C -1.19522 0.85618 -0.23829
6 O -1.79891 -0.42042 0.00472
7 H 0.90519 -1.86210 0.27944
8 H 0.50356 -1.03768 -1.23218
9 H -0.40023 -0.11256 1.57694
10 H -1.61858 1.70354 0.29969
11 H -0.92269 1.03965 -1.27927

Summary:
SMILES = N#CC[C@H]1CO1
Lowest unoccupied orbital energy = 0.879 eV
F_max = 1.2 eV/A
Orbital gap = 0.4358 Ha
Total energy = -7764.9048 eV